(1)
150
Properties=species:S:1:pos:R:3:lowdin_charge:R:1 method="wB97M-V/def2-TZVPD" total_energy_ev=-65874.766 gap_ev="6.539 / 2.661" total_charge=+1 homo_energy_ha="-0.3402 / -0.3402" molar_mass_g_mol=786.285 s2=0.75 de_lowest_kcal_mol=55.7 spin_multiplicity=2
C -0.60162 -1.75334 -2.71133 -0.02
C -0.58536 -1.59085 -1.16137 -0.50
C 0.80921 -1.24107 -0.66026 -0.09
C 1.17001 0.31093 -0.83936 -0.18
C 0.14796 1.19203 -0.32994 -0.16
C -1.36557 0.89164 -0.84121 -0.43
N -1.62541 -0.58707 -0.74438 -0.06
O -2.92246 -0.88460 -1.36319 -0.02
C -2.34576 1.75363 0.05548 -0.02
C -1.39202 1.40025 -2.29848 -0.04
C -0.99753 -2.90787 -0.58395 -0.04
H -1.36831 -1.26320 -3.31138 0.07
H -0.60195 -2.79676 -3.02658 0.08
H 0.32020 -1.34317 -3.12377 0.06
H 0.84259 -1.53756 0.38811 0.10
H 1.52175 -1.92751 -1.11764 0.12
H 1.40590 0.53923 -1.87875 0.09
H 2.11634 0.58127 -0.37086 0.11
H 0.34680 2.23915 -0.55819 0.10
H 0.26108 1.16425 0.75381 0.12
H -2.26137 1.08020 0.90840 0.06
H -2.07446 2.72753 0.46293 0.05
H -3.33756 1.69061 -0.39225 0.08
H -2.31675 1.26031 -2.85829 0.09
H -0.95231 2.39566 -2.36100 0.07
H -0.70792 0.79781 -2.89612 0.05
H -0.47572 -3.73743 -1.06107 0.09
H -2.07637 -3.05580 -0.53579 0.09
H -0.79913 -2.86283 0.48690 0.07
H -3.40197 -1.11923 -0.56530 0.09
C -4.21600 0.06987 7.32652 -0.05
C -3.60595 -1.17894 6.76622 -0.49
C -4.70399 -2.32822 6.75681 -0.11
C -4.49467 -3.47842 5.74259 -0.14
C -4.08946 -2.77872 4.37826 -0.13
C -2.80778 -1.86457 4.43480 -0.50
N -3.08662 -0.85676 5.44265 -0.12
O -2.04568 0.07143 5.51686 -0.01
C -1.54996 -2.81584 4.65709 -0.01
C -2.72402 -1.40009 3.01454 -0.07
C -2.42965 -1.65414 7.69234 -0.02
H -4.40012 0.04852 8.40064 0.09
H -5.05967 0.31552 6.68155 0.09
H -3.59623 0.96620 7.30238 0.08
H -4.74681 -2.70193 7.77985 0.10
H -5.71230 -1.91672 6.71111 0.11
H -5.42773 -3.96511 5.45864 0.10
H -3.81215 -4.30832 5.92572 0.10
H -4.90430 -2.09820 4.13122 0.12
H -4.04050 -3.43430 3.50883 0.11
H -1.33674 -3.44696 3.79434 0.09
H -0.76657 -2.16885 5.05181 0.07
H -1.68363 -3.58342 5.41935 0.06
H -1.78973 -1.01351 2.60740 0.08
H -3.09863 -2.14874 2.31648 0.07
H -3.47405 -0.61721 2.90209 0.09
H -2.86926 -2.09972 8.58470 0.08
H -1.74969 -0.84776 7.96714 0.08
H -1.79525 -2.39691 7.20868 0.06
H -1.29778 -0.49582 5.71801 0.07
C -0.55711 -0.64843 -9.07889 -0.01
C -0.66154 -0.95950 -7.54962 -0.46
C 0.14683 -2.32179 -7.33660 -0.12
C 1.68396 -2.13533 -7.28272 -0.17
C 2.05498 -1.04528 -6.27180 -0.16
C 1.38963 0.33351 -6.40385 -0.49
N -0.09120 0.02447 -6.60188 -0.08
O -0.79535 1.25909 -6.81208 -0.04
C 1.56340 1.13795 -5.11178 -0.02
C 2.08749 1.05178 -7.53821 -0.05
C -2.11684 -1.15926 -7.04071 -0.04
H -0.40163 -1.45824 -9.79172 0.08
H 0.15066 0.17119 -9.20293 0.06
H -1.57673 -0.29503 -9.23250 0.07
H -0.22293 -2.84961 -6.45752 0.11
H 0.03595 -2.94031 -8.22724 0.10
H 2.06341 -1.65726 -8.18580 0.10
H 2.19603 -3.08847 -7.15074 0.11
H 3.13086 -0.92424 -6.39798 0.12
H 1.95966 -1.49409 -5.28307 0.10
H 1.79167 0.40058 -4.34219 0.06
H 2.28892 1.94784 -5.18779 0.08
H 0.67138 1.64056 -4.73790 0.06
H 3.15010 1.17157 -7.32700 0.09
H 1.98188 0.59142 -8.52056 0.07
H 1.54179 1.98986 -7.63984 0.09
H -2.30295 -1.03109 -5.97440 0.07
H -2.49443 -2.17586 -7.15047 0.08
H -2.79492 -0.50923 -7.59367 0.07
H -1.56303 1.18384 -6.24058 0.08
C 4.76416 -3.27349 3.80018 -0.02
C 4.89429 -3.08174 2.23176 -0.44
C 6.30361 -3.54537 1.80115 -0.14
C 6.61294 -5.06994 1.84244 -0.15
C 5.59121 -5.66162 0.85490 -0.17
C 4.13658 -5.22428 1.01632 -0.44
N 3.83018 -3.82795 1.43098 -0.15
O 2.58769 -3.50278 1.83299 0.00
C 3.31589 -5.44441 -0.33392 -0.04
C 3.57835 -6.35263 1.98277 -0.04
C 4.75190 -1.58965 1.87407 -0.05
H 5.21358 -2.42695 4.31930 0.08
H 5.44137 -4.07182 4.10376 0.05
H 3.86212 -3.67243 4.26415 0.08
H 6.52062 -3.03323 0.86376 0.12
H 7.00925 -3.30016 2.59491 0.11
H 6.50958 -5.48968 2.84306 0.11
H 7.60420 -5.18277 1.40337 0.11
H 5.77955 -6.73350 0.91574 0.11
H 5.81723 -5.41048 -0.18142 0.12
H 2.22724 -5.42582 -0.28313 0.07
H 3.52573 -4.63569 -1.03395 0.07
H 3.61851 -6.41137 -0.73580 0.08
H 3.93574 -7.35733 1.75703 0.08
H 4.08922 -6.15727 2.92561 0.07
H 2.52611 -6.27144 2.25534 0.07
H 5.03517 -1.36852 0.84501 0.07
H 5.53607 -1.11876 2.46690 0.08
H 3.83577 -1.01487 2.00985 0.07
H 2.18383 -3.10893 1.05622 0.08
C -0.88033 6.90660 3.58630 -0.01
C -1.46055 6.74748 2.14077 -0.39
C -2.16486 8.09689 1.77991 -0.13
C -2.46506 8.36608 0.28894 -0.14
C -1.15504 8.14015 -0.51884 -0.13
C -0.45103 6.82374 -0.40618 -0.46
N -0.36501 6.45016 1.07141 0.17
O 0.36846 5.24376 1.41117 0.10
C -1.22316 5.71890 -1.16426 0.01
C 0.95363 6.86200 -1.06751 0.00
C -2.55927 5.69892 2.04119 -0.03
H -0.47280 6.00379 4.04121 0.09
H -1.41934 7.51990 4.30840 0.11
H 0.09122 7.40052 3.60188 0.09
H -3.14643 8.01089 2.24600 0.13
H -1.62098 8.92092 2.24174 0.12
H -3.01574 9.27600 0.05038 0.13
H -3.18945 7.63847 -0.07703 0.11
H -0.43155 8.94714 -0.40286 0.13
H -1.62929 8.18503 -1.49924 0.13
H -1.50490 6.04282 -2.16615 0.11
H -0.73250 4.74720 -1.22038 0.08
H -2.12187 5.57644 -0.56414 0.07
H 0.92598 7.14486 -2.11980 0.11
H 1.58853 7.57796 -0.54558 0.09
H 1.32790 5.83827 -1.06755 0.09
H -3.19828 5.56130 2.91345 0.11
H -2.18509 4.67655 2.09448 0.08
H -3.18392 5.68396 1.14806 0.09
H 0.95553 5.45930 2.13951 0.13

(2)
173
Properties=species:S:1:pos:R:3:lowdin_charge:R:1 method="wB97M-V/def2-TZVPD" total_energy_ev=-125512.199 gap_ev=9.211 homo_energy_ha=-0.3314 molar_mass_g_mol=1150.849 smiles="CCO[C@@]1([C@H](F)CC)OC(=O)O[C@H]1CCCCS(=O)(=O)Cl.CN(C)C=O.CN(C)C=O.CN(C)C=O.CN(C)C=O.CN(C)C=O.CN(C)C=O.CN(C)C=O.CN(C)C=O.CN(C)C=O.CN(C)C=O.CN(C)C=O"
C 5.00643 9.75949 -1.13010 -0.05
C 6.16833 9.07609 -1.82529 -0.22
O 5.86771 7.68396 -1.92756 -0.04
C 6.51567 6.98720 -2.94273 -0.40
C 5.72911 7.09805 -4.25847 -0.23
F 5.79922 5.89845 -4.97226 0.02
C 6.14820 8.21954 -5.19662 -0.16
C 4.92998 8.62658 -6.03370 -0.10
O 7.90257 7.22348 -3.05906 0.14
C 8.38483 6.06470 -3.64205 -0.54
O 9.23988 6.02991 -4.44776 0.20
O 7.72123 5.01701 -3.13398 0.11
C 6.52955 5.50301 -2.49313 -0.19
C 6.69632 5.23476 -1.00100 -0.10
C 6.41872 3.75050 -0.71270 -0.16
C 4.91588 3.40402 -0.70408 -0.23
C 4.43665 2.67233 -1.97886 -0.26
S 2.90999 3.25993 -2.66718 0.36
O 1.79200 2.75371 -1.92813 -0.36
O 2.90857 3.01650 -4.07556 -0.33
Cl 2.92327 5.29683 -2.36734 0.45
H 4.70342 9.22207 -0.23470 0.07
H 4.15604 9.80641 -1.81010 0.07
H 5.30153 10.78470 -0.91329 0.08
H 6.27952 9.54065 -2.80360 0.11
H 7.08949 9.25193 -1.26785 0.13
H 4.68574 7.26056 -3.98807 0.14
H 6.57772 9.07137 -4.67646 0.11
H 6.90505 7.85821 -5.89384 0.13
H 4.52590 7.70469 -6.45789 0.08
H 4.16675 9.00945 -5.36870 0.04
H 5.16917 9.35318 -6.80104 0.07
H 5.59934 5.02630 -2.77840 0.11
H 7.73474 5.42951 -0.73086 0.13
H 6.02751 5.82458 -0.38131 0.12
H 6.80358 3.52285 0.27983 0.11
H 6.94772 3.11978 -1.42869 0.12
H 4.75197 2.69009 0.09681 0.09
H 4.30835 4.27061 -0.47539 0.03
H 5.18321 2.82337 -2.75786 0.10
H 4.37296 1.60327 -1.79008 0.09
C 2.18622 14.05672 -6.06184 -0.05
N 3.29202 13.15996 -5.79314 -0.19
C 4.64816 13.58531 -6.09281 -0.04
C 3.09393 11.93750 -5.26890 -0.32
O 3.98564 11.13799 -5.01959 -0.01
H 2.15020 14.30463 -7.12528 0.09
H 2.30171 14.97993 -5.48974 0.09
H 1.25039 13.58115 -5.77619 0.08
H 5.10563 12.90416 -6.81120 0.09
H 5.25430 13.57579 -5.18617 0.09
H 4.63098 14.59044 -6.50669 0.08
H 2.03823 11.69510 -5.07159 0.10
C 2.22483 -0.77208 2.90442 -0.05
N 2.59644 0.00502 1.73981 -0.18
C 1.69034 1.05333 1.27959 -0.03
C 3.74081 -0.21569 1.07703 -0.33
O 4.10353 0.39610 0.08642 0.00
H 1.27907 -1.28732 2.72560 0.08
H 2.10768 -0.11886 3.77099 0.09
H 2.99403 -1.51075 3.12188 0.08
H 1.38702 0.84317 0.25338 0.09
H 2.21110 2.00678 1.28958 0.07
H 0.81229 1.10043 1.91463 0.06
H 4.34397 -1.03011 1.51295 0.13
C -3.90090 -0.41558 -0.28918 -0.05
N -2.82104 0.42747 0.19016 -0.19
C -2.41629 1.58140 -0.60074 -0.03
C -2.17707 0.18414 1.34028 -0.34
O -1.26609 0.86336 1.78163 -0.01
H -3.63548 -0.83131 -1.26283 0.09
H -4.81404 0.17365 -0.38789 0.09
H -4.08312 -1.23201 0.40701 0.08
H -1.36729 1.49524 -0.88457 0.09
H -2.53526 2.49420 -0.01651 0.09
H -3.02958 1.64016 -1.49569 0.09
H -2.54917 -0.70936 1.87017 0.13
C -1.39888 -3.99718 0.25905 -0.05
N -2.67043 -4.68234 0.37363 -0.19
C -3.17452 -5.44797 -0.75548 -0.03
C -3.40639 -4.63981 1.49420 -0.35
O -4.47798 -5.20158 1.63875 -0.01
H -1.45084 -3.27438 -0.55846 0.09
H -0.60953 -4.72067 0.04879 0.09
H -1.16572 -3.47454 1.18462 0.08
H -4.14178 -5.05347 -1.06635 0.10
H -3.30790 -6.48614 -0.45847 0.07
H -2.47667 -5.39490 -1.58593 0.09
H -2.94235 -4.04215 2.29763 0.13
C -0.62422 8.13435 -3.12264 -0.05
N -0.46342 9.57356 -3.02235 -0.19
C -0.99321 10.27000 -1.86175 -0.04
C 0.16331 10.28776 -3.96769 -0.34
O 0.33374 11.49623 -3.92888 -0.01
H -1.68448 7.87470 -3.12297 0.09
H -0.14009 7.64146 -2.27760 0.09
H -0.17284 7.77143 -4.04310 0.09
H -1.72432 11.01605 -2.17371 0.09
H -0.18901 10.78384 -1.33459 0.09
H -1.46627 9.55398 -1.19486 0.08
H 0.53197 9.67118 -4.80458 0.14
C -3.38621 -8.60761 6.16176 -0.05
N -3.01243 -7.81740 5.00119 -0.18
C -3.93802 -6.78882 4.55098 -0.03
C -1.87444 -7.99830 4.32827 -0.35
O -1.52817 -7.35603 3.34540 -0.02
H -4.32747 -9.09967 5.91456 0.05
H -3.51843 -7.95486 7.02824 0.09
H -2.62223 -9.34895 6.39033 0.09
H -4.25316 -6.98808 3.52793 0.08
H -3.44600 -5.81561 4.56889 0.09
H -4.80769 -6.77073 5.20250 0.09
H -1.24847 -8.80715 4.74866 0.13
C -6.74654 -13.51296 5.49229 -0.05
N -6.49693 -12.08954 5.60858 -0.19
C -7.06453 -11.35626 6.73217 -0.02
C -5.76058 -11.41697 4.71358 -0.33
O -5.52834 -10.22046 4.77679 -0.02
H -7.81883 -13.70087 5.41581 0.09
H -6.35898 -14.03533 6.36861 0.09
H -6.25655 -13.90571 4.60409 0.08
H -7.72022 -10.56394 6.36994 0.10
H -6.26887 -10.89686 7.31863 0.09
H -7.63053 -12.03842 7.36049 0.09
H -5.37680 -12.04892 3.89613 0.14
C 0.75173 6.57764 3.13670 -0.06
N 1.60633 5.70855 2.35587 -0.19
C 1.18998 4.34226 2.06642 -0.04
C 2.79072 6.10251 1.85828 -0.33
O 3.51373 5.36209 1.21863 0.00
H 0.58556 6.15184 4.12808 0.09
H -0.21377 6.70178 2.64183 0.09
H 1.21773 7.55466 3.24806 0.08
H 1.92385 3.64689 2.46521 0.08
H 1.12621 4.19457 0.98725 0.10
H 0.22012 4.14928 2.51890 0.09
H 3.04524 7.15331 2.07554 0.14
C -5.08851 -10.75246 -2.76051 -0.06
N -4.89104 -9.32076 -2.66047 -0.20
C -5.37331 -8.61653 -1.48369 -0.03
C -4.27294 -8.61365 -3.62524 -0.35
O -4.07969 -7.41332 -3.59437 0.01
H -6.15406 -10.98941 -2.73219 0.09
H -4.59319 -11.26044 -1.93052 0.09
H -4.67237 -11.12097 -3.69549 0.08
H -6.09212 -7.85305 -1.78326 0.10
H -4.53932 -8.12605 -0.98580 0.07
H -5.84625 -9.31718 -0.80062 0.08
H -3.94729 -9.23800 -4.47478 0.13
C 1.10905 -8.28816 2.38842 -0.06
N 2.31640 -9.06990 2.60421 -0.20
C 3.19972 -9.34756 1.48563 -0.05
C 2.64846 -9.55067 3.81436 -0.36
O 3.64316 -10.21033 4.05200 0.00
H 0.46605 -8.78871 1.66316 0.09
H 1.37122 -7.29954 2.00637 0.09
H 0.56283 -8.16801 3.31251 0.04
H 3.29635 -10.42414 1.34041 0.09
H 4.19382 -8.94426 1.68162 0.09
H 2.79497 -8.89424 0.58435 0.08
H 1.91646 -9.28676 4.59785 0.13
C -7.75678 -6.30474 1.76636 -0.05
N -8.09346 -7.15401 2.89380 -0.19
C -7.66293 -8.54271 2.89358 -0.04
C -8.79075 -6.70488 3.95085 -0.36
O -9.09461 -7.37971 4.91802 0.00
H -8.18872 -6.71118 0.84850 0.09
H -6.67264 -6.23995 1.65005 0.06
H -8.15085 -5.30332 1.92576 0.08
H -8.53213 -9.19999 2.96104 0.09
H -7.02359 -8.73140 3.75360 0.06
H -7.11229 -8.75780 1.98096 0.08
H -9.07187 -5.64121 3.86375 0.13